#a
{"formula": "C5H9NOS", "method": "the ωB97M-V functional and the def2-TZVPD basis", "symbols": ["S", "C", "H", "H", "C", "N", "C", "H", "H", "H", "H", "H", "H", "H", "C", "O", "C"], "coordinates": [[-1.7313, -0.6879, -0.8478], [1.3590, 0.1527, -0.2902], [0.1507, 2.1163, 0.3885], [0.5199, 0.0111, 1.8432], [-0.4382, 1.2309, 0.6569], [2.1112, -1.0375, -0.4250], [-0.5994, -1.2091, 0.5842], [1.1019, -2.5283, -0.8273], [-2.3938, 1.5045, -0.5589], [-0.7323, 1.4269, -1.4514], [-0.9523, 1.6335, 1.5026], [-1.1385, -1.6036, 1.4719], [-0.1232, -2.0816, 0.3183], [2.4298, -1.1846, -1.5153], [0.3377, 0.0047, 0.8125], [1.3872, 1.1147, -1.0390], [-1.2883, 1.1374, -0.6233]], "homo_lumo_gap_ev": 6.657, "e_homo_ev": -8.59, "lumo_ev": -1.9}

#b
{"formula": "C5H9NOS", "method": "the ωB97M-V functional and the def2-TZVPD basis", "symbols": ["C", "C", "S", "O", "H", "H", "H", "N", "H", "C", "H", "C", "H", "H", "C", "H", "H"], "coordinates": [[0.3916, 1.1349, 0.7361], [0.0898, -1.2882, 1.1890], [1.1278, 2.0957, 2.0620], [-2.3030, -1.0804, -0.4764], [-1.5806, 0.8393, -2.0926], [0.2856, 0.4355, -1.9024], [2.5212, 1.7373, 1.9008], [-0.0925, -1.2021, -0.1824], [1.8876, -0.5213, 0.0251], [-1.1189, -0.7664, -0.8186], [-0.6607, 1.1453, 0.9460], [-0.7506, -0.0493, -2.0478], [0.8374, -2.0304, 1.7250], [0.3403, 1.6845, -0.2361], [0.8452, -0.2920, 0.4267], [-1.0040, -0.8495, -2.9061], [-0.8161, -0.9929, 1.6516]], "homo_lumo_gap_ev": 10.145, "e_homo_ev": -9.53, "lumo_ev": 0.6, "smiles": "CC(=O)N1C[C@@H]1CS"}

Short version: #a is the least stable of them.

#a
{"formula": "C5H13NP", "method": "the ωB97M-V functional and the def2-TZVPD basis", "symbols": ["C", "C", "H", "C", "H", "H", "C", "H", "H", "H", "C", "H", "H", "N", "P", "H", "H", "H", "H", "H"], "coordinates": [[1.1702, 2.0362, 1.9132], [-0.3945, -0.6469, 0.7291], [1.8562, 2.7243, 1.4086], [-0.2055, 2.0434, 1.3869], [-0.8321, 1.8512, -2.6130], [-0.7422, 2.9262, 1.3880], [0.2130, -3.0849, 0.5236], [-0.2221, -1.7653, -1.1913], [1.3479, -3.1040, 0.5691], [-1.6745, -1.9796, -0.1172], [-0.4620, -1.8588, -0.0940], [1.6496, 1.0075, 1.6062], [-0.0977, -3.9461, -0.0260], [-0.5958, 0.9058, -2.4014], [-0.8478, 0.9012, 0.2252], [-0.0498, -0.8535, 1.7623], [0.0417, -3.1487, 1.6834], [0.3101, 0.8186, -2.9402], [1.1134, 2.1825, 2.9897], [-1.1789, 0.4249, -3.0370]], "homo_lumo_gap_ev": 7.127, "e_homo_ev": -13.39, "lumo_ev": -6.3, "total_charge": 1}

#b
{"formula": "C5H13NP", "method": "the ωB97M-V functional and the def2-TZVPD basis", "symbols": ["H", "C", "C", "H", "H", "H", "H", "H", "H", "P", "H", "C", "H", "C", "C", "N", "H", "H", "H", "H"], "coordinates": [[2.6353, 0.2807, 1.8012], [-0.1117, 2.4774, -0.1040], [-1.1119, 1.2968, -0.6486], [-1.1416, -3.3489, -0.2038], [-1.2170, 1.1857, -1.7196], [4.1187, 0.3238, 0.7859], [0.6913, 1.8610, 0.4725], [0.4773, -2.6669, 0.0013], [0.3488, 3.1162, -0.7766], [2.1317, -0.3780, -0.4666], [-0.9387, -1.3383, -1.6472], [-0.6307, 0.0604, 0.0371], [-2.1184, -1.3097, -0.3992], [-0.6608, -2.4654, 0.1024], [2.9551, 0.1684, 0.8581], [-1.1337, -1.2489, -0.5369], [-2.2217, 1.4976, -0.3568], [-0.5994, -0.0956, 1.0519], [-0.8248, -2.4514, 1.1924], [-0.6478, 3.0350, 0.5567]], "homo_lumo_gap_ev": [7.544, 8.134], "e_homo_ev": [-12.11, -12.61], "lumo_ev": [-4.6, -4.5], "total_charge": 1}

#c
{"formula": "C5H13NP", "method": "the ωB97M-V functional and the def2-TZVPD basis", "symbols": ["H", "H", "H", "H", "H", "H", "C", "P", "H", "N", "C", "C", "H", "H", "H", "C", "C", "H", "H", "H"], "coordinates": [[2.3129, 1.8297, -0.0368], [1.4933, -0.4446, 2.2012], [1.1766, 1.9400, 1.4169], [0.7811, 2.4719, -0.3177], [-3.3142, -1.3248, 0.7443], [0.8063, -0.3345, -2.4932], [-2.6647, 0.7925, -0.0450], [0.7263, -0.0945, 0.0791], [-2.6003, -1.0902, -0.9847], [-1.6763, 0.0109, 0.7018], [-2.7195, -0.6439, 0.0077], [1.2266, 1.6740, 0.3489], [1.4836, -2.0929, 1.5885], [-3.4127, 1.5099, 0.4661], [2.7496, -1.0383, 0.8543], [1.2787, -0.6839, -1.5414], [1.6775, -1.0207, 1.2665], [-2.5897, 1.0493, -1.0980], [2.3341, -0.7648, -1.4440], [0.9308, -1.7451, -1.7145]], "homo_lumo_gap_ev": [8.118, 8.151], "e_homo_ev": [-13.63, -13.37], "lumo_ev": [-5.5, -5.2], "total_charge": 1}

#d
{"formula": "C5H13NP", "method": "the ωB97M-V functional and the def2-TZVPD basis", "symbols": ["P", "C", "H", "H", "C", "H", "H", "H", "H", "N", "H", "H", "H", "H", "H", "C", "H", "C", "C", "H"], "coordinates": [[1.9002, -1.5362, 0.9513], [-0.6830, 1.6946, -1.5645], [2.3780, -0.4801, 1.8419], [-1.6566, 1.3735, -1.9293], [0.3796, 0.6146, -1.7294], [-0.7410, 2.1166, -0.5056], [-1.4506, -1.5152, 2.7148], [0.7186, 0.3780, -2.7400], [0.5592, -1.5581, -1.3373], [0.1407, -1.0059, 1.1804], [-1.6218, -0.1935, 0.3779], [-1.0441, -0.8458, -1.8575], [0.2937, -1.7179, 3.1325], [1.5441, -2.3943, 1.9869], [-0.4568, 2.7204, -2.1187], [-0.3499, -1.0755, 2.5465], [1.1772, 0.9785, -1.1449], [-0.6207, -0.5858, 0.1028], [-0.1888, -0.7486, -1.2265], [-0.2961, -0.1031, 3.0044]], "homo_lumo_gap_ev": 10.128, "e_homo_ev": -14.87, "lumo_ev": -4.7, "total_charge": 1, "smiles": "CCC/C=[N+](/C)P"}

Short version: #b is the least stable of them.

#a
{"formula": "C4H8O2S", "method": "the ωB97M-V functional and the def2-TZVPD basis", "symbols": ["O", "S", "H", "H", "C", "C", "C", "C", "H", "H", "O", "H", "H", "H", "H"], "coordinates": [[-1.9849, 0.3730, -0.4273], [-1.1142, -3.1182, 1.1267], [0.1269, -0.0051, -2.0195], [-2.4927, 0.3072, 0.4373], [-0.4296, -2.3555, -0.1081], [-0.7443, 0.3795, -0.1294], [-0.3434, 0.3432, 1.3171], [0.1527, 0.7164, -1.2435], [-1.0570, 0.9246, 1.8590], [0.5533, 0.9983, 1.3846], [-0.7573, -4.5634, 1.0389], [-0.1334, 1.6218, -1.6746], [-0.2534, -0.6649, 1.7181], [0.3371, -2.7473, -0.7838], [1.1902, 0.7849, -0.9223]], "homo_lumo_gap_ev": [6.816, 6.784], "e_homo_ev": [-7.42, -7.41], "lumo_ev": [-0.6, -0.6]}

#b
{"formula": "C4H8O2S", "method": "the ωB97M-V functional and the def2-TZVPD basis", "symbols": ["H", "H", "S", "H", "H", "H", "C", "C", "H", "H", "O", "O", "C", "C", "H"], "coordinates": [[-1.2504, 1.1229, -0.0834], [0.4649, -0.4308, 1.6962], [0.1746, 3.2681, 0.8250], [2.2316, 0.7116, -0.2739], [-0.9416, -1.2055, 0.8376], [-0.8057, -0.8356, -1.6433], [-0.5489, -0.2150, 1.1880], [0.6921, 1.7202, 0.3614], [-1.3358, 0.0343, 2.0484], [0.4142, 0.5825, -2.0386], [1.3797, 4.1588, 1.1251], [2.0386, 1.4171, 0.3325], [0.1492, -0.1997, -1.2020], [-0.3111, 0.6924, 0.0099], [1.0139, -0.9031, -0.8994]], "homo_lumo_gap_ev": [8.800, 8.801], "e_homo_ev": [-8.50, -8.50], "lumo_ev": [0.3, 0.3]}

#c
{"formula": "C4H8O2S", "method": "the ωB97M-V functional and the def2-TZVPD basis", "symbols": ["C", "H", "H", "H", "S", "H", "H", "H", "O", "C", "C", "H", "H", "C", "O"], "coordinates": [[0.4454, 0.3038, 1.1975], [-1.3649, -0.7163, 0.8559], [-0.1506, -0.2507, -1.9142], [1.8220, 2.1784, 0.7079], [-2.7114, -2.6173, -1.1858], [0.9404, -0.6718, 1.3602], [-1.3050, -1.3052, -1.4351], [0.3685, 0.8160, 2.1658], [0.7749, 2.4174, 0.3800], [-0.3452, -0.8704, -1.0038], [-0.7027, -0.0710, 0.2603], [0.1601, -1.8134, -0.9765], [-1.3041, 0.8173, -0.0168], [1.3121, 1.1485, 0.2451], [2.0605, 0.6347, -0.6405]], "homo_lumo_gap_ev": 6.624, "e_homo_ev": -9.50, "lumo_ev": -2.9}

Short version: #c is the least stable of them.

#a
{"formula": "CH4IN2", "method": "the ωB97M-V functional and the def2-TZVPD basis", "symbols": ["H", "I", "N", "H", "H", "H", "N", "C"], "coordinates": [[1.7597, -1.8235, -0.6446], [-2.3516, 2.2933, 0.0483], [0.9265, -1.2918, -0.2792], [0.8015, -1.6271, 0.6800], [0.4194, 0.1712, -1.7202], [-1.0045, 1.1039, 1.7314], [-0.8146, 1.4864, 0.8064], [0.2636, -0.3124, -0.6220]], "homo_lumo_gap_ev": [7.667, 6.751], "e_homo_ev": [-13.49, -13.44], "lumo_ev": [-5.8, -6.7], "total_charge": 1}

#b
{"formula": "CH4IN2", "method": "the ωB97M-V functional and the def2-TZVPD basis", "symbols": ["C", "I", "H", "H", "H", "H", "N", "N"], "coordinates": [[0.1742, 0.9679, -0.8199], [1.8911, -2.4447, 0.3266], [-1.0506, 0.1846, 0.4784], [0.9759, -0.9938, 1.9838], [0.2813, 1.6263, -1.6443], [-1.9037, 1.0596, -0.9579], [0.6204, -1.1546, 0.9966], [-0.9886, 0.7548, -0.3633]], "homo_lumo_gap_ev": [5.311, 5.309], "e_homo_ev": [-13.29, -13.29], "lumo_ev": [-8.0, -8.0], "total_charge": 1}

Short version: #b is the least stable of them.